1.
Here is a structure of composition C44H45InN7OSSbSe4Si from OMol25. Energies are from the ωB97M-V functional and the def2-TZVPD basis.

The geometry in ORCA input format:
```
! RIJCOSX wB97M-V def2-TZVPD def2/J DEFGRID3
* xyz -2 1
In 0.28 1.51 -0.67
C -3.28 4.13 0.63
C -2.35 3.13 0.02
N -1.13 2.98 0.38
N -0.62 3.71 1.42
C 0.70 3.74 1.30
O 1.38 3.22 0.38
C 1.44 4.41 2.42
C 0.77 4.96 3.52
C 1.49 5.52 4.56
C 2.88 5.54 4.52
C 3.55 5.00 3.42
C 2.83 4.44 2.38
C -2.74 2.40 -1.21
C -3.99 2.54 -1.78
C -4.21 2.02 -3.06
C -3.16 1.41 -3.72
C -1.95 1.27 -3.06
N -1.76 1.73 -1.83
H -2.83 4.54 1.53
H -4.25 3.68 0.86
H -3.44 4.94 -0.09
H -0.31 4.93 3.53
H 0.97 5.94 5.41
H 3.44 5.97 5.34
H 4.63 5.01 3.39
H 3.32 4.02 1.51
H -4.77 3.09 -1.27
H -5.17 2.14 -3.53
H -3.26 1.05 -4.73
H -1.08 0.83 -3.53
Se 0.32 2.49 -6.24
Sb 1.08 3.55 -4.17
Se 1.54 1.32 -2.84
Se -0.68 4.74 -2.97
Se 3.24 4.66 -4.15
N -3.58 -0.68 2.43
C -2.89 0.13 1.58
N -2.08 -0.50 0.79
C -2.23 -1.84 1.13
C -1.56 -2.97 0.65
C -1.87 -4.19 1.22
C -2.82 -4.30 2.25
C -3.48 -3.19 2.74
C -3.16 -1.97 2.16
H -4.20 -0.38 3.16
H -3.01 1.21 1.61
H -0.83 -2.88 -0.13
H -1.36 -5.07 0.87
H -3.03 -5.28 2.67
H -4.20 -3.28 3.55
C -0.94 -0.07 5.28
C -0.76 -1.26 4.60
C -0.07 -1.29 3.40
C 0.47 -0.13 2.84
C 0.28 1.06 3.55
C -0.41 1.10 4.75
Si 1.36 0.00 1.17
C 3.05 0.76 1.57
C 3.58 0.77 2.86
C 4.84 1.30 3.12
C 5.59 1.83 2.08
C 5.08 1.84 0.79
C 3.82 1.31 0.54
C 1.77 -1.75 0.55
C 1.71 -2.04 -0.81
C 2.00 -3.31 -1.30
C 2.37 -4.32 -0.43
C 2.47 -4.05 0.93
C 2.18 -2.78 1.41
H -1.48 -0.04 6.22
H -1.17 -2.18 5.00
H 0.04 -2.24 2.89
H 0.68 1.99 3.16
H -0.53 2.05 5.26
H 3.00 0.38 3.69
H 5.23 1.30 4.13
H 6.58 2.25 2.27
H 5.63 2.27 -0.03
H 3.42 1.36 -0.47
H 1.42 -1.26 -1.51
H 1.94 -3.50 -2.36
H 2.59 -5.31 -0.80
H 2.77 -4.83 1.62
H 2.29 -2.58 2.47
C 0.47 -1.26 -5.16
N -0.21 -2.56 -5.16
C -0.27 -3.20 -6.46
C -0.93 -2.96 -4.10
S -1.26 -1.99 -2.79
N -1.38 -4.29 -4.18
C -0.31 -5.28 -4.20
C -2.42 -4.68 -3.24
H 1.34 -1.33 -5.81
H 0.78 -0.98 -4.16
H -0.18 -0.46 -5.53
H -0.50 -2.43 -7.21
H -1.05 -3.95 -6.47
H 0.68 -3.66 -6.72
H 0.50 -4.96 -4.85
H -0.69 -6.23 -4.56
H 0.10 -5.43 -3.19
H -3.24 -3.97 -3.27
H -2.05 -4.71 -2.21
H -2.78 -5.67 -3.53
*
```

Calculated values
Energy, hartree: -12886.24582
Energy relative to the best compared isomer or geometry (same formula, charge and spin), kcal per mole: 0.0
HOMO level, eV: -1.2
LUMO level, eV: 3.6
Frontier orbital gap, eV: 4.773

2.
Here is a structure of composition C44H46BF9N10O4SSeSiTi in a non-equilibrium geometry from OMol25. Energies are from the ωB97M-V functional and the def2-TZVPD basis.

The geometry in ORCA input format:
```
! RIJCOSX wB97M-V def2-TZVPD def2/J DEFGRID3
* xyz -1 2
Ti -0.15 0.62 0.39
C 3.04 1.56 1.43
C 2.60 0.18 1.80
C 3.34 -0.69 2.62
C 2.55 -1.79 2.77
N 1.42 -1.60 2.07
N 1.44 -0.38 1.44
B 0.31 -2.66 1.87
N -1.12 -1.97 1.83
C -2.20 -2.44 2.45
C -3.27 -1.62 2.18
C -2.75 -0.61 1.36
C -3.52 0.47 0.68
N -1.45 -0.82 1.17
N 0.65 -3.51 0.61
C 1.63 -4.45 0.55
C 1.75 -4.85 -0.76
C 0.79 -4.07 -1.45
C 0.46 -4.05 -2.91
N 0.15 -3.28 -0.62
N 0.26 -3.68 3.05
C -0.28 -4.92 2.99
C -0.29 -5.44 4.26
C 0.28 -4.42 5.06
C 0.53 -4.42 6.54
N 0.60 -3.37 4.33
H 3.81 1.54 0.66
H 3.47 2.03 2.32
H 2.23 2.18 1.10
H 4.31 -0.50 3.06
H 2.69 -2.69 3.34
H -2.15 -3.33 3.05
H -4.28 -1.71 2.54
H -4.32 0.81 1.34
H -3.98 0.07 -0.23
H -2.92 1.32 0.40
H 2.17 -4.76 1.44
H 2.43 -5.59 -1.16
H 1.37 -4.05 -3.52
H -0.11 -3.15 -3.15
H -0.13 -4.93 -3.20
H -0.61 -5.34 2.05
H -0.65 -6.41 4.57
H 0.14 -5.34 6.99
H 0.05 -3.57 7.02
H 1.60 -4.36 6.76
C -2.76 0.76 -4.37
N -3.31 -0.35 -3.58
C -4.54 -0.96 -3.77
C -4.64 -1.90 -2.82
N -3.48 -1.85 -2.06
C -3.19 -2.74 -0.93
C -2.66 -0.90 -2.53
Se -0.99 -0.33 -2.09
H -3.54 1.11 -5.05
H -1.89 0.43 -4.93
H -2.44 1.56 -3.71
H -5.21 -0.68 -4.56
H -5.43 -2.60 -2.60
H -3.14 -3.77 -1.29
H -3.97 -2.64 -0.18
H -2.23 -2.48 -0.52
C 2.69 7.73 0.84
C 2.06 6.47 0.30
C 2.85 5.45 -0.23
C 2.27 4.29 -0.73
C 0.90 4.14 -0.67
C 0.09 5.14 -0.16
C 0.69 6.30 0.32
S 0.15 2.71 -1.37
O 0.02 3.00 -2.77
O -1.10 2.43 -0.66
O 1.09 1.58 -1.04
H 3.76 7.62 0.97
H 2.26 7.99 1.82
H 2.51 8.57 0.17
H 3.93 5.56 -0.25
H 2.89 3.50 -1.14
H -0.98 5.00 -0.11
H 0.06 7.09 0.74
C 1.73 -0.88 -6.78
C 1.21 0.15 -6.01
C 1.40 0.18 -4.63
C 2.12 -0.83 -3.99
C 2.64 -1.87 -4.78
C 2.45 -1.90 -6.16
Si 2.48 -0.77 -2.15
C 4.01 0.29 -1.92
C 5.02 -0.10 -1.04
C 6.17 0.66 -0.86
C 6.33 1.85 -1.57
C 5.34 2.26 -2.45
C 4.19 1.48 -2.62
H 1.58 -0.90 -7.85
H 0.64 0.95 -6.49
H 0.96 0.99 -4.05
H 3.22 -2.66 -4.31
H 2.86 -2.71 -6.75
H 2.84 -2.14 -1.65
H 4.90 -1.02 -0.47
H 6.94 0.34 -0.17
H 7.23 2.45 -1.44
H 5.45 3.19 -3.00
H 3.42 1.82 -3.32
F -0.42 4.91 2.93
C 0.27 3.88 3.46
F 0.36 4.11 4.78
F 1.50 3.93 2.96
C -0.43 2.52 3.11
O -0.14 2.16 1.85
C -1.98 2.72 3.29
F -2.52 3.27 2.20
F -2.30 3.51 4.33
F -2.60 1.55 3.49
C 0.04 1.45 4.16
F 1.37 1.55 4.35
F -0.56 1.62 5.36
F -0.22 0.22 3.75
*
```

Calculated values
Energy, hartree: -7415.35806
Energy relative to the best compared isomer or geometry (same formula, charge and spin), kcal per mole: 83.4
HOMO level (spin up / spin down), eV: -2.3 / -2.0
LUMO level (spin up / spin down), eV: 2.2 / 2.2
Frontier orbital gap (spin up / spin down), eV: 4.460 / 4.145

3.
Here is a structure of composition C44H46Cl2InN7O2SSi from OMol25. Energies are from the ωB97M-V functional and the def2-TZVPD basis.

The geometry in ORCA input format:
```
! RIJCOSX wB97M-V def2-TZVPD def2/J DEFGRID3
* xyz 0 1
In -0.30 0.20 1.00
Cl -0.31 0.72 7.88
C -0.31 1.15 6.21
C 0.15 0.24 5.28
C 0.16 0.54 3.91
N 0.65 -0.31 2.93
C 1.28 -1.45 3.23
O 1.47 -1.94 4.34
C 1.91 -2.18 2.07
C 2.49 -3.43 2.34
C 3.19 -4.07 1.35
C 3.35 -3.43 0.12
C 2.74 -2.20 -0.04
N 2.02 -1.59 0.89
C -0.35 1.80 3.50
C -0.79 2.71 4.46
C -0.76 2.40 5.80
Cl -1.29 3.57 6.96
N -0.45 2.04 2.14
C -0.72 3.24 1.63
O -0.68 4.33 2.20
C -1.12 3.23 0.18
C -1.84 4.34 -0.28
C -2.22 4.37 -1.61
C -1.86 3.32 -2.43
C -1.15 2.27 -1.88
N -0.79 2.21 -0.60
H 0.53 -0.71 5.62
H 2.38 -3.84 3.33
H 3.64 -5.04 1.52
H 3.93 -3.87 -0.67
H 2.87 -1.66 -0.97
H -1.14 3.68 4.15
H -2.07 5.12 0.41
H -2.79 5.21 -1.99
H -2.13 3.30 -3.47
H -0.84 1.42 -2.49
C -6.90 -0.81 1.36
Si -5.55 -0.20 2.58
C -6.28 -0.30 4.34
C -5.10 1.62 2.26
C -4.02 -1.34 2.54
C -3.92 -2.45 3.37
C -2.73 -3.17 3.46
C -1.64 -2.72 2.75
N -1.71 -1.68 1.92
C -2.87 -1.02 1.79
S -2.83 0.20 0.58
H -7.80 -0.22 1.47
H -7.16 -1.85 1.54
H -6.58 -0.72 0.32
H -7.10 0.40 4.44
H -5.54 -0.05 5.09
H -6.67 -1.29 4.57
H -5.87 2.29 2.64
H -4.98 1.82 1.20
H -4.17 1.88 2.75
H -4.77 -2.75 3.96
H -2.65 -4.03 4.10
H -0.67 -3.19 2.82
C 1.18 -4.62 -4.06
C 0.71 -3.23 -4.54
C -0.58 -3.37 -5.36
C 1.80 -2.64 -5.45
C 0.44 -2.39 -3.32
C -0.56 -2.76 -2.42
C -0.76 -2.01 -1.28
N -0.03 -0.95 -0.99
C 0.92 -0.55 -1.82
C 1.17 -1.25 -3.00
C 1.75 0.58 -1.36
C 2.69 1.22 -2.17
C 3.48 2.24 -1.65
C 3.30 2.55 -0.31
C 2.33 1.89 0.42
N 1.57 0.95 -0.10
C 4.51 2.92 -2.53
C 3.85 3.36 -3.85
C 5.64 1.93 -2.83
C 5.10 4.16 -1.86
H 1.40 -5.25 -4.92
H 0.42 -5.11 -3.46
H 2.08 -4.53 -3.46
H -0.38 -3.96 -6.25
H -0.93 -2.39 -5.67
H -1.37 -3.85 -4.80
H 1.91 -3.27 -6.32
H 2.76 -2.61 -4.94
H 1.53 -1.65 -5.79
H -1.16 -3.63 -2.60
H -1.52 -2.27 -0.56
H 1.97 -0.92 -3.65
H 2.80 0.92 -3.20
H 3.90 3.31 0.17
H 2.15 2.12 1.46
H 3.53 2.51 -4.45
H 4.57 3.93 -4.45
H 2.99 3.99 -3.66
H 5.27 1.06 -3.36
H 6.11 1.60 -1.90
H 6.40 2.41 -3.44
H 4.31 4.86 -1.57
H 5.76 4.68 -2.56
H 5.69 3.90 -0.99
*
```

Calculated values
Energy, hartree: -4036.45946
Energy relative to the best compared isomer or geometry (same formula, charge and spin), kcal per mole: 6.7
HOMO level, eV: -6.8
LUMO level, eV: -0.8
Frontier orbital gap, eV: 5.989

4.
Here is a structure of composition C44H46F3MnN8O8S3Sb in a non-equilibrium geometry from OMol25. Energies are from the ωB97M-V functional and the def2-TZVPD basis.

The geometry in ORCA input format:
```
! RIJCOSX wB97M-V def2-TZVPD def2/J DEFGRID3
* xyz 1 5
Mn 0.87 0.96 0.20
C 0.09 -1.73 3.44
C 0.32 -1.05 2.13
N 0.92 0.09 2.01
N 1.38 0.71 3.13
C 1.94 1.87 2.86
N 2.45 2.55 3.89
S 2.14 2.58 1.28
C -0.17 -1.65 0.88
C -0.81 -2.88 0.83
C -1.25 -3.36 -0.40
C -1.06 -2.59 -1.53
C -0.42 -1.37 -1.40
N 0.03 -0.92 -0.24
H 0.65 -2.66 3.49
H -0.97 -1.97 3.54
H 0.39 -1.08 4.26
H 2.37 2.18 4.83
H 2.87 3.45 3.75
H -0.96 -3.45 1.73
H -1.75 -4.32 -0.46
H -1.42 -2.92 -2.50
H -0.28 -0.72 -2.26
C 4.20 1.24 -3.65
C 3.41 2.41 -3.12
C 2.38 2.96 -3.86
C 1.67 4.06 -3.40
C 2.00 4.59 -2.16
C 3.04 4.07 -1.41
C 3.74 2.98 -1.89
S 1.08 5.95 -1.51
O 0.19 6.41 -2.53
O 1.99 6.84 -0.84
N 0.20 5.25 -0.28
C -1.20 4.91 -0.53
C -1.34 3.67 -1.41
C -0.65 2.49 -0.81
O -1.03 1.99 0.28
O 0.39 1.95 -1.38
H 3.60 0.63 -4.32
H 4.57 0.61 -2.84
H 5.07 1.59 -4.21
H 2.12 2.53 -4.83
H 0.87 4.50 -3.97
H 3.31 4.54 -0.47
H 4.56 2.57 -1.31
H 0.33 5.81 0.55
H -1.73 5.72 -1.02
H -1.66 4.73 0.44
H -0.94 3.85 -2.40
H -2.40 3.42 -1.50
F -7.05 -4.62 -2.79
C -6.33 -3.59 -2.33
C -5.77 -3.68 -1.07
C -5.02 -2.60 -0.60
C -4.83 -1.46 -1.38
C -5.41 -1.42 -2.65
C -6.16 -2.48 -3.13
Sb -3.54 0.12 -0.72
C -4.76 1.81 -1.21
C -5.39 2.58 -0.24
C -6.08 3.74 -0.59
C -6.13 4.10 -1.92
F -6.79 5.22 -2.26
C -5.50 3.37 -2.91
C -4.81 2.23 -2.54
C -4.02 0.00 1.35
C -3.03 0.26 2.29
C -3.29 0.20 3.65
C -4.58 -0.11 4.05
F -4.85 -0.16 5.37
C -5.60 -0.36 3.15
C -5.31 -0.30 1.80
H -5.93 -4.56 -0.47
H -4.59 -2.67 0.39
H -5.28 -0.55 -3.28
H -6.62 -2.45 -4.11
H -5.35 2.29 0.80
H -6.58 4.34 0.15
H -5.56 3.70 -3.94
H -4.29 1.67 -3.32
H -2.04 0.54 1.96
H -2.54 0.42 4.39
H -6.59 -0.58 3.52
H -6.10 -0.49 1.09
C 5.24 -5.52 4.58
C 4.54 -5.10 3.30
S 5.70 -4.28 2.23
O 6.00 -2.98 2.79
O 6.77 -5.19 1.93
C 4.77 -4.00 0.71
C 5.32 -2.81 -0.07
N 4.26 -1.90 -0.52
C 3.76 -0.86 0.18
N 2.86 -0.18 -0.53
C 2.79 -0.80 -1.75
C 3.63 -1.86 -1.75
N 3.75 -2.84 -2.79
O 3.19 -2.59 -3.83
O 4.35 -3.87 -2.54
C 4.17 -0.53 1.57
H 4.52 -5.98 5.26
H 5.69 -4.66 5.08
H 6.03 -6.25 4.37
H 3.74 -4.38 3.49
H 4.15 -5.95 2.74
H 3.73 -3.84 1.01
H 4.83 -4.93 0.14
H 5.84 -3.16 -0.95
H 6.01 -2.23 0.54
H 2.17 -0.45 -2.55
H 5.20 -0.83 1.77
H 3.54 -1.05 2.30
H 4.06 0.54 1.73
*
```

Calculated values
Energy, hartree: -5629.44601
Energy relative to the best compared isomer or geometry (same formula, charge and spin), kcal per mole: 6.3
HOMO level (spin up / spin down), eV: -10.6 / -10.6
LUMO level (spin up / spin down), eV: -4.6 / -4.1
Frontier orbital gap (spin up / spin down), eV: 6.043 / 6.483